This record from OMol25 describes a 2-piece molecular cluster, C28H62INO7P3S2 overall. The level of theory is ωB97M-V/def2-TZVPD.

Atoms and positions in Å:
C (-2.418, -5.755, -1.281)
C (-1.991, -5.280, -2.675)
C (-0.662, -4.533, -2.649)
I (0.869, -5.911, -1.993)
C (-0.239, -3.692, -3.893)
P (-1.600, -2.457, -4.285)
O (-0.794, -1.232, -4.949)
O (-1.971, -1.929, -2.794)
S (-3.107, -3.066, -5.253)
C (1.081, -2.924, -3.566)
C (2.255, -2.995, -4.555)
C (3.514, -2.416, -3.889)
C (3.351, -0.974, -3.387)
C (3.260, -0.823, -1.866)
C (4.550, -1.302, -1.172)
C (2.962, 0.636, -1.515)
C (2.577, -4.438, -4.985)
P (3.653, -4.587, -6.474)
N (5.104, -4.187, -6.161)
O (2.851, -3.678, -7.500)
O (3.358, -6.051, -7.063)
O (1.407, -5.268, -5.177)
S (-0.013, -4.640, -5.414)
O (0.063, -3.676, -6.461)
O (-0.890, -5.752, -5.457)
H (-2.081, -6.771, -1.081)
H (-1.998, -5.123, -0.493)
H (-3.502, -5.724, -1.183)
H (-1.901, -6.132, -3.343)
H (-2.752, -4.613, -3.075)
H (-0.697, -3.806, -1.838)
H (-0.998, -0.360, -4.592)
H (-1.556, -1.112, -2.489)
H (0.845, -1.865, -3.468)
H (1.428, -3.258, -2.588)
H (2.034, -2.397, -5.440)
H (3.762, -3.069, -3.046)
H (4.338, -2.478, -4.594)
H (4.218, -0.389, -3.709)
H (2.484, -0.501, -3.860)
H (2.433, -1.431, -1.480)
H (4.334, -1.895, -0.283)
H (5.157, -0.454, -0.850)
H (5.161, -1.922, -1.825)
H (2.195, 1.049, -2.175)
H (2.596, 0.726, -0.487)
H (3.862, 1.248, -1.589)
H (3.121, -4.935, -4.180)
H (5.834, -4.848, -6.388)
H (2.707, -4.066, -8.373)
H (3.913, -6.726, -6.644)
C (-0.871, 0.124, 0.366)
C (-0.127, 0.316, 1.683)
C (-1.038, 0.248, 2.909)
C (-1.966, 1.439, 3.196)
P (-1.243, 2.894, 3.990)
C (-0.252, 2.291, 5.382)
C (-0.869, 1.317, 6.398)
C (-1.881, 1.869, 7.406)
C (-1.427, 3.122, 8.147)
C (-2.606, 3.863, 4.681)
C (-3.694, 4.511, 3.811)
C (-3.308, 5.726, 2.972)
C (-2.526, 6.798, 3.723)
C (0.009, 3.819, 3.060)
C (-0.235, 4.582, 1.749)
C (-1.060, 3.887, 0.652)
C (-0.196, 3.396, -0.504)
H (-1.632, 0.893, 0.206)
H (-0.171, 0.166, -0.470)
H (-1.371, -0.847, 0.343)
H (0.447, 1.248, 1.654)
H (0.607, -0.484, 1.791)
H (-0.431, 0.051, 3.796)
H (-1.689, -0.622, 2.797)
H (-2.715, 1.114, 3.928)
H (-2.540, 1.735, 2.316)
H (0.171, 3.170, 5.876)
H (0.600, 1.793, 4.908)
H (-0.027, 0.902, 6.956)
H (-1.316, 0.471, 5.869)
H (-2.060, 1.077, 8.136)
H (-2.851, 2.040, 6.936)
H (-0.581, 2.908, 8.801)
H (-2.232, 3.513, 8.769)
H (-1.125, 3.926, 7.473)
H (-2.169, 4.580, 5.379)
H (-3.111, 3.122, 5.305)
H (-4.478, 4.809, 4.512)
H (-4.144, 3.751, 3.167)
H (-4.233, 6.163, 2.591)
H (-2.758, 5.405, 2.090)
H (-3.137, 7.270, 4.494)
H (-2.196, 7.582, 3.042)
H (-1.631, 6.400, 4.209)
H (0.823, 3.098, 2.930)
H (0.389, 4.527, 3.806)
H (0.758, 4.803, 1.352)
H (-0.662, 5.554, 1.991)
H (-1.799, 4.587, 0.261)
H (-1.631, 3.051, 1.060)
H (0.236, 4.240, -1.044)
H (-0.778, 2.811, -1.216)
H (0.626, 2.774, -0.146)

Atoms 1-3, force components in eV/Å:
0.1 0.1 0.0
0.2 -0.1 0.2
-0.2 0.2 -0.2

The HOMO-LUMO gap comes out at 8.268 eV. Its charge is +1. Its HOMO energy is -10.51 eV. Its spin multiplicity is 1. The molar mass comes out at 808.76 g mol⁻¹. The electronic energy is -103500.230 eV.